DFT (ωB97M-V/def2-TZVPD) results for C10H16AuClI2NOP as an isolated structure in a non-equilibrium geometry.

Properties
M ... 683.446 Da
Net charge ... +2
⟨S²⟩ ... 2.033
Multiplicity ... 3
Gap between HOMO and LUMO (spin up / spin down) ... 6.869 / 5.810 eV

Each line ends with the Löwdin charge.
Element x y z (Å)
I -0.24153 3.45325 -2.04970  0.421
I 2.17815 2.15804 -2.82671  0.405
Au -0.93053 -1.25119 -0.36629  0.576
P -1.18007 -3.78998 -0.57139  0.787
C -1.17046 -4.51885 -2.24825  -0.205
C 0.21492 -4.42205 0.36142  -0.253
H -2.60443 -3.48858 1.33108  0.033
H -3.25696 -4.78267 0.23845  0.061
H -3.41857 -3.06559 -0.20487  0.070
C -2.76092 -3.82832 0.28389  -0.259
H 0.18838 -4.09496 1.38664  0.021
H 0.24346 -5.53799 0.29699  0.089
H -1.51644 -5.51653 -2.20762  0.046
H -0.11866 -4.47289 -2.63378  0.081
H 1.14644 -4.02396 -0.10487  0.075
H -1.80142 -3.87986 -2.92194  0.074
C -0.72275 -0.75668 -2.20735  -0.235
O -0.41657 -0.39990 -3.26572  0.103
Cl -0.85001 -1.44360 1.91362  -0.037
N 1.15439 1.56100 1.08590  0.227
C 1.25622 2.90889 1.16149  -0.328
C 0.81477 3.62029 2.29173  0.030
C 0.85998 4.99884 2.29533  -0.022
C 1.20755 5.71943 1.17000  0.008
C 1.76707 5.03752 0.07304  -0.085
C 1.80209 3.63206 0.13205  -0.248
H 0.40586 1.08610 1.60271  0.075
H 1.43651 1.11854 0.17443  0.104
H 0.42171 3.05116 3.12799  0.135
H 0.48124 5.52693 3.18078  0.140
H 1.18761 6.80846 1.12960  0.139
H 2.00657 5.50412 -0.86712  0.112
H 2.21640 3.08899 -0.76154  -0.140